This record from OMol25 describes a 32-piece molecular cluster, C5H75O34PSi overall at a distorted geometry. The level of theory is ωB97M-V/def2-TZVPD.

Results
Max |F|, eV/A: 1.20
Total charge: 0
HOMO-LUMO gap, eV: 7.96

Geometry as XYZ:
```
116
Properties=species:S:1:pos:R:3:forces:R:3:lowdin_charge:R:1
C 4.39636 -2.52232 1.36719 -0.3 0.4 0.3 0.037
C 3.28694 -1.86854 0.59286 -0.2 -0.5 -0.5 -0.558
O 2.88139 -2.29123 -0.48300 0.4 0.7 0.7 0.075
O 2.77584 -0.79599 1.21158 0.3 -0.2 -0.4 -0.036
C 1.58495 -0.23454 0.62255 -0.7 0.4 -0.1 -0.216
C 0.35572 -1.11283 0.76211 -0.1 0.1 0.4 -0.312
Si 0.15596 -2.08973 2.38777 0.5 0.1 -0.7 0.565
P -1.38931 -3.68322 2.06169 -0.8 -0.6 0.7 0.693
C -2.40329 -2.90245 0.74284 0.6 0.2 0.3 -0.346
O -0.54916 -4.89374 1.25681 0.1 0.3 0.0 -0.409
H 4.01123 -3.48143 1.70204 0.1 -0.2 -0.1 0.091
H 4.65288 -1.95232 2.25441 0.0 0.1 0.0 0.088
H 5.27931 -2.63764 0.75058 0.0 -0.2 -0.2 0.093
H 1.73480 0.01914 -0.42608 0.4 -0.1 -0.1 0.100
H 1.41439 0.69948 1.14601 0.2 0.0 0.1 0.095
H -0.50371 -0.44474 0.67997 -0.1 0.0 -0.1 0.075
H 0.26818 -1.81762 -0.06349 0.1 -0.1 -0.1 0.061
H -0.12397 -1.23417 3.55564 -0.1 0.1 0.0 -0.050
H 1.41644 -2.80762 2.61048 0.1 0.0 0.0 -0.057
H -2.63442 -1.89803 1.10195 -0.1 0.1 0.0 0.036
H -1.80974 -2.80795 -0.16367 -0.2 0.0 -0.3 0.004
H -3.33672 -3.42147 0.57054 0.0 -0.2 -0.1 0.018
H 0.02291 -4.53722 0.56994 0.1 -0.1 -0.3 0.036
O -1.73920 -2.66257 -2.62303 -0.5 0.1 0.3 -0.050
H -1.25226 -1.86725 -2.85583 0.1 0.0 0.0 0.040
H -2.18995 -2.88740 -3.44769 0.3 -0.1 0.0 0.008
O 1.11972 2.02600 2.84125 -0.4 0.0 0.4 -0.061
H 0.88774 2.95182 2.97371 0.2 0.1 -0.3 0.045
H 2.07607 2.02444 2.95119 0.1 0.1 -0.1 0.038
O -1.44251 2.17627 4.44917 0.0 0.2 -0.2 -0.057
H -1.60909 3.12764 4.40786 -0.1 0.0 0.2 0.008
H -0.61708 2.04686 3.96680 0.1 -0.2 0.2 -0.018
O -1.34687 -3.02319 -5.33325 0.1 -0.3 -0.2 -0.074
H -0.88784 -3.83354 -5.07185 0.1 0.1 0.3 0.036
H -0.75784 -2.61964 -5.98006 0.0 0.2 0.1 0.038
O 3.17723 3.92149 1.97217 0.0 0.2 0.1 -0.056
H 3.01449 4.86834 1.92984 0.0 0.0 0.0 0.046
H 3.99290 3.78344 1.47441 -0.1 -0.2 0.0 0.027
O 1.73480 -4.60980 4.15731 0.2 -0.2 0.0 -0.087
H 2.58942 -4.82660 4.54238 0.0 0.0 0.1 0.035
H 1.52312 -5.36491 3.59664 -0.1 0.0 0.0 0.036
O -1.76616 5.01069 5.75251 0.0 -0.1 -0.1 -0.073
H -1.51270 4.32724 6.38458 0.2 0.1 0.1 0.017
H -2.37248 5.58242 6.23882 -0.1 0.0 -0.2 0.018
O -3.55281 -1.49379 -5.83073 -0.4 0.5 0.1 -0.052
H -2.74308 -1.73328 -5.36190 0.0 -0.2 -0.2 -0.001
H -3.70420 -2.24693 -6.41048 0.0 -0.1 0.1 0.051
O -4.83858 -3.14663 -1.39310 0.2 -0.1 -0.3 -0.053
H -5.00022 -2.19917 -1.46735 -0.2 0.0 -0.1 0.022
H -3.92595 -3.24600 -1.69720 0.1 0.1 0.2 0.011
O -0.63560 -5.48479 -6.61717 0.1 -0.1 0.2 -0.056
H -1.26760 -4.76647 -6.75477 0.0 -0.1 -0.2 0.005
H -0.01342 -5.38094 -7.34285 0.0 0.0 -0.1 0.042
O -4.70614 -4.55229 -4.16223 0.1 0.1 -0.1 -0.060
H -5.24829 -5.31755 -3.95434 0.0 0.0 0.0 0.036
H -4.91862 -3.91833 -3.46529 -0.2 0.0 0.1 -0.003
O 4.54783 0.80672 -1.04285 0.0 0.0 0.2 -0.025
H 5.10419 0.61362 -1.80498 0.0 0.0 -0.1 0.070
H 4.12751 -0.03632 -0.84260 0.0 -0.1 -0.1 0.008
O 2.26076 2.52766 -1.98518 -0.2 -0.1 -0.3 -0.050
H 2.85603 1.82001 -1.70648 0.3 0.1 0.3 -0.007
H 2.74279 2.96921 -2.69187 0.0 0.0 0.0 0.059
O -1.93514 -7.62004 -0.06059 0.0 0.1 0.0 -0.063
H -1.64838 -6.85572 0.45399 0.1 0.0 0.0 -0.002
H -2.42174 -7.23908 -0.79662 0.0 0.0 0.0 0.028
O 0.39072 4.29831 7.46615 -0.2 -0.2 0.2 -0.051
H 0.84190 3.48657 7.71750 0.0 0.0 0.0 0.058
H 0.90845 4.64037 6.72858 0.1 0.2 0.1 0.046
O 3.07941 5.59796 7.59767 0.0 0.0 0.0 -0.060
H 3.32666 4.91188 8.22338 0.1 0.0 0.0 0.036
H 2.47169 6.16473 8.09220 0.0 0.2 -0.1 0.001
O 2.82617 -0.52558 -3.14064 0.1 0.1 -0.1 -0.046
H 3.10967 -1.17155 -2.48284 -0.2 -0.3 0.0 0.013
H 2.15110 -0.01193 -2.68519 -0.1 0.1 -0.1 0.015
O -5.68992 -0.86076 -3.38519 0.1 0.2 0.1 -0.045
H -6.25976 -0.11964 -3.62078 -0.1 -0.1 -0.1 0.060
H -4.98798 -0.85236 -4.05016 0.0 -0.2 -0.1 0.025
O 1.47216 5.20518 -1.09030 0.0 0.1 -0.1 -0.070
H 1.47195 4.29133 -1.40732 0.1 0.0 0.2 -0.009
H 1.09663 5.13741 -0.20895 -0.1 0.0 0.0 0.018
O -5.94854 0.66796 -0.88787 0.0 -0.1 0.0 -0.060
H -5.15523 0.86546 -0.38297 0.0 0.0 0.0 0.030
H -5.65217 0.08966 -1.60416 0.0 0.0 -0.1 -0.019
O -3.85255 6.88757 5.40265 0.0 0.1 0.0 -0.051
H -4.46513 7.62430 5.33035 0.0 0.0 0.0 0.044
H -3.33494 6.90943 4.59191 0.0 -0.1 0.0 0.042
O 5.19904 1.99034 1.73833 0.1 -0.2 0.1 -0.049
H 4.92692 1.11652 1.43267 -0.2 0.1 -0.2 0.026
H 4.94465 2.00899 2.66777 0.1 0.0 0.0 0.059
O 0.16283 -0.49794 -5.61247 0.2 0.2 -0.3 -0.035
H -0.11680 0.40994 -5.45635 -0.1 0.0 0.0 0.055
H 1.09086 -0.51993 -5.34995 0.0 -0.1 0.2 0.041
O 1.50681 8.09677 8.86758 0.1 0.0 0.0 -0.051
H 0.59937 8.39465 8.99141 -0.1 -0.2 0.0 0.045
H 1.99619 8.88946 8.62892 0.1 0.0 0.0 0.047
O -1.30640 -3.11979 -8.51736 -0.1 -0.1 0.1 -0.042
H -0.81917 -2.30947 -8.70564 0.2 0.1 -0.1 0.007
H -1.76089 -3.33851 -9.33509 0.0 0.0 0.0 0.049
O 0.80450 -0.92580 -8.87274 -0.1 0.0 0.1 -0.046
H 0.69170 -0.39976 -8.07190 0.0 -0.1 0.1 0.022
H 1.50853 -0.49234 -9.36195 0.0 0.0 -0.1 0.046
O -6.16001 -0.04687 -7.05631 0.1 0.0 0.1 -0.059
H -5.35157 -0.28910 -6.58890 0.1 0.0 0.0 -0.006
H -6.32400 -0.78791 -7.64510 -0.1 0.0 0.0 0.032
O -0.46143 6.00515 10.04535 0.0 0.0 0.0 -0.060
H 0.42295 6.20868 10.36346 0.0 0.0 0.0 0.022
H -0.31538 5.43755 9.27890 0.0 0.0 -0.2 -0.001
O 7.53890 0.40888 2.60741 0.0 -0.2 -0.1 -0.068
H 7.95664 1.13670 3.07506 0.1 0.0 0.0 0.034
H 6.97590 0.84327 1.95432 0.1 0.2 0.1 -0.004
O -1.28620 2.93425 0.94168 0.1 0.0 0.0 -0.051
H -1.02140 2.24127 1.55657 0.0 0.0 0.0 0.002
H -1.90182 3.47629 1.44412 -0.1 0.0 0.0 0.036
O 0.93770 -4.70790 -3.72121 0.0 -0.1 -0.2 -0.051
H 1.80017 -4.91638 -3.35178 0.0 0.1 0.1 0.035
H 0.77334 -5.41877 -4.35390 -0.1 0.0 0.0 0.026
```
Positions in Å, forces in eV/Å.

=====

This record from OMol25 describes C19H30FeN3O3SSb as an isolated structure. The level of theory is ωB97M-V/def2-TZVPD.

Results
Max |F|, eV/A: 0.29
Multiplicity: 6
Total charge: +3
HOMO-LUMO gap (alpha / beta), eV: 8.44 / 5.43

Geometry as XYZ:
```
58
Properties=species:S:1:pos:R:3:forces:R:3:nbo_charge:R:1
Fe -1.12711 -0.19584 0.32541 -0.2 -0.1 0.2 1.571
C -3.53091 0.82115 -1.35023 0.0 0.0 0.0 -0.255
O -2.26548 1.19553 -0.74633 0.0 0.0 0.0 -0.637
C -2.25909 2.53350 -0.18541 0.0 0.0 0.0 -0.103
C -2.22805 2.41934 1.32165 0.0 0.0 0.0 -0.103
O -1.18129 1.50590 1.69112 0.0 0.0 0.0 -0.599
C 0.13300 2.05866 1.84146 0.0 0.0 0.0 -0.098
C 1.03010 0.87842 2.10036 0.0 0.0 0.0 -0.094
O 0.85679 -0.04346 1.00053 0.0 0.0 0.0 -0.621
C 1.59172 -1.27031 1.20575 0.0 0.0 0.0 -0.259
H -3.78647 1.54620 -2.11985 0.0 0.0 0.0 0.218
H -3.39447 -0.15832 -1.79891 0.0 0.0 0.0 0.205
H -4.31240 0.77994 -0.59170 0.0 0.0 0.0 0.206
H -1.37410 3.03494 -0.57720 0.0 0.0 0.0 0.205
H -3.14072 3.07816 -0.52035 0.0 0.0 0.0 0.234
H -2.08024 3.38977 1.79751 0.0 0.0 0.0 0.229
H -3.15023 1.97959 1.70129 0.0 0.0 0.0 0.224
H 0.43193 2.58734 0.93136 0.0 0.0 0.0 0.188
H 0.15776 2.75174 2.68395 0.0 0.0 0.0 0.232
H 2.07565 1.18440 2.15339 0.0 0.0 0.0 0.221
H 0.75171 0.37469 3.02961 0.0 0.0 0.0 0.213
H 2.64530 -1.04074 1.35781 0.0 0.0 0.0 0.212
H 1.19708 -1.79931 2.07438 0.0 0.0 0.0 0.206
H 1.47008 -1.87126 0.30833 0.0 0.0 0.0 0.206
N -2.53497 -3.72094 1.89333 0.0 0.0 0.0 -0.476
C -2.60076 -3.11532 3.14543 0.0 0.0 0.0 0.095
C -2.96348 -3.60704 4.39437 0.0 0.0 0.0 -0.201
C -2.91508 -2.70832 5.43849 0.0 0.0 0.0 -0.169
C -2.52675 -1.37039 5.24620 0.0 0.0 0.0 -0.176
C -2.17134 -0.89006 4.00389 0.0 0.0 0.0 -0.250
C -2.20766 -1.79192 2.94100 -0.1 0.0 0.0 0.156
N -1.91975 -1.62006 1.58612 0.1 0.0 0.0 -0.666
C -2.12631 -2.79705 1.01399 0.0 0.0 0.0 0.387
C -1.88464 -2.96383 -0.41518 0.0 0.0 0.0 0.058
C -2.13094 -4.02109 -1.23071 0.0 0.0 0.0 -0.393
S -1.66194 -3.64947 -2.82735 0.0 0.0 0.0 0.618
C -1.16373 -2.11088 -2.32632 0.0 0.0 0.0 -0.135
N -1.32765 -1.86727 -1.04969 0.0 0.0 0.0 -0.588
H -2.75769 -4.68322 1.69168 0.0 0.0 0.0 0.446
H -3.26994 -4.63325 4.54347 0.0 0.0 0.0 0.248
H -3.18802 -3.03734 6.43145 0.0 0.0 0.0 0.250
H -2.51602 -0.70439 6.09798 0.0 0.0 0.0 0.243
H -1.89064 0.14398 3.85600 0.0 0.0 0.0 0.223
H -2.56409 -4.97855 -0.98818 0.0 0.0 0.0 0.281
H -0.75158 -1.39165 -3.01835 0.0 0.0 0.0 0.247
C 5.66130 0.58858 -5.41825 0.0 0.0 0.0 -0.966
Sb 4.77703 1.90578 -4.02143 0.2 0.1 -0.2 1.486
C 6.29618 2.77543 -2.83732 0.0 0.0 0.0 -0.970
C 3.78724 3.44833 -5.07506 0.0 0.0 0.0 -0.973
H 6.42941 1.16569 -5.93650 0.0 0.0 0.0 0.276
H 4.90767 0.24760 -6.12301 0.0 0.0 0.0 0.266
H 6.11330 -0.25201 -4.89876 0.0 0.0 0.0 0.269
H 6.97609 3.27229 -3.53210 0.0 0.0 0.0 0.276
H 6.82552 2.00072 -2.28910 0.0 0.0 0.0 0.269
H 5.86206 3.50290 -2.15690 0.0 0.0 0.0 0.264
H 4.55154 3.94831 -5.67320 0.0 0.0 0.0 0.276
H 3.34678 4.15217 -4.37430 0.0 0.0 0.0 0.262
H 3.02829 3.02224 -5.72564 0.0 0.0 0.0 0.265
```
Positions in Å, forces in eV/Å.

=====

This record from OMol25 describes H4N2S2 as an isolated structure at a distorted geometry. The level of theory is ωB97M-V/def2-TZVPD.

Results
Max |F|, eV/A: 2.62
Energy relative to the best compared isomer or geometry (same formula, charge and spin), kcal/mol: 38.1
Total charge: 0
HOMO-LUMO gap, eV: 9.33

Geometry as XYZ:
```
8
Properties=species:S:1:pos:R:3:forces:R:3:nbo_charge:R:1
N -1.00423 -0.16014 -0.53406 0.3 -0.1 -1.8 -0.649
N 0.10677 0.62825 -0.04109 -0.9 0.5 -1.9 -0.579
S 1.58185 0.21851 -0.83560 -0.3 0.7 0.2 0.198
S 0.34020 0.50561 1.61494 1.0 -0.9 1.5 0.165
H -0.77691 -1.15835 -0.36763 -0.1 0.4 -0.1 0.323
H -1.00117 -0.05157 -1.62131 0.0 -0.1 2.6 0.363
H 1.48742 -1.02553 -0.41037 0.5 -1.0 0.0 0.065
H -0.73392 1.04322 2.19513 -0.5 0.4 -0.6 0.115
```
Positions in Å, forces in eV/Å.

=====

This record from OMol25 describes one molecule with the formula C28H27N3O4. The level of theory is ωB97M-V/def2-TZVPD.

Results
Max |F|, eV/A: 0.71
Energy relative to the best compared isomer or geometry (same formula, charge and spin), kcal/mol: 17.4
Total charge: 0
HOMO-LUMO gap, eV: 7.80

Geometry as XYZ:
```
62
Properties=species:S:1:pos:R:3:forces:R:3:nbo_charge:R:1
C -8.42221 -1.39560 -0.88466 -0.2 0.1 -0.1 -0.251
O -7.21718 -1.97655 -0.45256 0.4 0.0 0.1 -0.479
C -6.11824 -1.18384 -0.34987 0.1 -0.1 0.0 0.255
C -6.07734 0.17275 -0.63041 -0.2 -0.3 0.0 -0.295
C -4.90023 0.88689 -0.49071 0.3 -0.1 0.1 -0.186
C -3.73733 0.26380 -0.05916 -0.6 -0.1 -0.1 -0.017
C -2.51307 1.05649 0.08576 0.4 0.4 -0.1 0.209
C -1.45864 0.64696 0.94091 0.4 0.2 0.0 -0.239
C -0.33115 1.41658 1.04134 -0.5 0.1 0.0 -0.053
C 0.78101 1.02641 1.97059 0.0 -0.2 0.0 0.658
O 0.77066 1.33683 3.14746 -0.2 0.2 0.2 -0.612
N 1.77232 0.29451 1.41501 0.1 -0.1 0.0 -0.433
C 1.88649 -0.05187 0.01804 0.1 0.2 -0.5 -0.237
C 3.14417 0.60490 -0.57622 -0.5 -0.2 -0.2 -0.220
N 4.32248 0.21180 0.16474 0.2 0.4 0.0 -0.453
C 5.02753 -0.93026 -0.20372 0.1 -0.1 -0.2 0.184
C 5.45633 -1.88275 0.72222 -0.1 0.0 0.0 -0.267
C 6.22657 -2.97215 0.35484 0.1 -0.1 0.0 -0.222
C 6.58809 -3.15466 -0.96407 0.0 0.0 0.0 -0.228
C 6.18103 -2.22248 -1.90391 -0.1 0.0 0.0 -0.263
C 5.42555 -1.12060 -1.54436 0.1 -0.2 -0.1 0.245
O 5.07126 -0.19617 -2.49592 0.1 0.1 0.0 -0.682
C 4.18368 0.56797 1.55855 -0.1 -0.2 0.2 -0.222
C 2.93757 -0.06588 2.19561 0.3 0.2 0.3 -0.247
C -0.25189 2.62898 0.31049 -0.4 -0.1 -0.2 -0.037
C 0.84681 3.50621 0.37013 0.1 0.2 0.0 -0.201
C 0.85049 4.65753 -0.36830 0.2 -0.1 0.2 -0.219
C -0.24001 4.97725 -1.19286 -0.2 0.0 -0.1 -0.189
C -1.32572 4.15046 -1.26510 0.1 0.2 0.0 -0.199
C -1.36325 2.95596 -0.51384 0.6 0.0 0.3 0.150
N -2.44788 2.17027 -0.60923 -0.5 -0.3 -0.1 -0.425
C -3.76989 -1.10698 0.21754 -0.1 -0.1 0.0 -0.320
C -4.93611 -1.83279 0.07681 -0.2 -0.1 0.0 0.330
O -5.06077 -3.16899 0.31674 -0.2 0.3 -0.1 -0.495
C -3.93327 -3.87622 0.76524 0.2 -0.1 0.1 -0.251
H -9.15054 -2.20494 -0.89479 0.0 0.1 0.0 0.201
H -8.76157 -0.61268 -0.19829 0.0 0.0 0.0 0.176
H -8.33037 -0.97908 -1.89326 0.0 0.0 0.0 0.176
H -6.96531 0.68818 -0.95974 -0.1 0.0 0.0 0.221
H -4.87164 1.94146 -0.71060 0.0 0.1 0.0 0.234
H -1.54674 -0.25440 1.52685 0.0 -0.1 0.1 0.221
H 0.99805 0.27299 -0.52368 0.1 -0.1 0.0 0.229
H 1.97655 -1.14301 -0.06709 0.0 0.1 0.0 0.196
H 3.24751 0.32830 -1.62159 -0.1 0.1 0.1 0.240
H 3.04363 1.69380 -0.51281 0.0 0.0 0.0 0.197
H 5.18638 -1.78101 1.76087 -0.1 0.1 0.1 0.208
H 6.53452 -3.68150 1.10802 0.0 -0.1 0.1 0.213
H 7.18325 -4.00224 -1.26529 0.1 -0.1 0.0 0.215
H 6.47103 -2.33832 -2.94094 0.0 0.0 -0.1 0.202
H 5.48682 -0.43783 -3.33254 0.0 0.0 0.1 0.485
H 5.08414 0.29504 2.10780 0.0 0.0 0.0 0.216
H 4.07810 1.65829 1.60331 0.0 -0.1 0.1 0.202
H 2.78533 0.30288 3.21153 0.0 -0.1 -0.1 0.251
H 3.02858 -1.15757 2.21249 0.0 0.1 0.0 0.193
H 1.67318 3.26541 1.02383 0.1 0.0 0.0 0.214
H 1.69271 5.33193 -0.31861 0.1 0.0 0.0 0.216
H -0.21455 5.89170 -1.76742 0.0 0.1 -0.1 0.214
H -2.17698 4.38286 -1.88548 -0.1 0.0 -0.1 0.225
H -2.86479 -1.60804 0.51913 0.1 -0.1 0.0 0.216
H -3.56317 -3.48505 1.71922 0.0 0.0 0.0 0.174
H -4.26808 -4.90289 0.90504 0.1 0.1 0.0 0.202
H -3.12388 -3.85902 0.02691 0.0 0.0 0.0 0.173
```
Positions in Å, forces in eV/Å.

=====

This record from OMol25 describes a 2-piece molecular cluster, C4H12NS2 overall at a distorted geometry. The level of theory is ωB97M-V/def2-TZVPD.

Results
Max |F|, eV/A: 1.93
Energy relative to the best compared isomer or geometry (same formula, charge and spin), kcal/mol: 12.6
Total charge: -1
HOMO-LUMO gap, eV: 5.92

Geometry as XYZ:
```
19
Properties=species:S:1:pos:R:3:forces:R:3:nbo_charge:R:1
C -1.43560 1.74460 -1.37259 -1.1 0.0 -0.7 -0.628
C -2.24255 0.76789 -0.47573 1.1 0.1 -0.2 -0.511
S -3.56320 -0.06460 -1.43950 -0.1 0.0 0.4 -0.117
H -2.09269 2.55030 -1.77204 0.3 -0.4 0.2 0.173
H -1.11996 1.14090 -2.23840 0.1 0.3 0.2 0.196
H -0.54417 2.20056 -0.91420 -0.6 -0.5 0.2 0.272
H -1.52412 -0.02112 -0.20228 -0.4 0.5 0.2 0.259
H -2.65413 1.23024 0.42992 0.1 -0.1 -0.3 0.207
H -3.76849 -1.03898 -0.52020 0.0 0.2 -0.4 0.118
C 2.08977 -1.41889 1.26458 0.9 -0.2 -0.7 -0.231
C 2.27518 0.08567 1.08162 -1.5 0.9 0.9 -0.511
S 0.53204 0.85116 1.06044 1.5 -0.2 0.2 -0.766
N 1.39781 -2.05945 0.11837 0.0 -0.4 1.3 -0.851
H 1.56294 -1.64406 2.20520 0.1 0.2 -0.4 0.189
H 3.10158 -1.87046 1.30430 -0.3 -0.1 0.2 0.150
H 2.80218 0.36529 0.15202 -0.1 -0.4 0.3 0.173
H 2.83916 0.51549 1.93977 -0.2 -0.3 -0.5 0.180
H 1.85488 -1.71225 -0.69227 0.5 0.2 -0.9 0.330
H 0.48938 -1.62232 0.07098 -0.4 0.2 0.1 0.369
```
Positions in Å, forces in eV/Å.